40
Properties=species:S:1:pos:R:3:nbo_charge:R:1 method="wB97M-V/def2-TZVPD" e_lumo_ev="-9.1 / -10.9" total_charge=+2 total_energy_ha=-1370.852954 homo_energy_ev="-15.45 / -15.45" multiplicity=2 gap_ev="6.343 / 4.597"
Ir 0.9975 -0.9124 -1.4255 1.2926
O 4.7968 -1.0411 -0.0365 -0.4875
C 3.6202 -1.0040 -0.2294 0.7259
O 3.0178 -0.8968 -1.3928 -0.7525
C 2.6250 -1.0186 0.9058 0.1520
C 3.0706 -1.0887 2.2152 -0.2315
C 2.1547 -1.1082 3.2312 -0.0184
C 0.7821 -1.0731 2.9262 -0.0945
C -0.1805 -1.0934 3.9590 -0.1339
C -1.5195 -1.0868 3.6767 -0.1794
C -1.9349 -1.0791 2.3411 -0.1464
C -1.0256 -1.0511 1.3102 -0.2018
C 0.3565 -1.0294 1.5699 0.1537
N 1.3212 -0.9812 0.5702 -0.3797
H 4.1400 -1.1296 2.3722 0.2881
H 2.4724 -1.1640 4.2646 0.2551
H 0.1588 -1.1240 4.9860 0.2478
H -2.2401 -1.0998 4.4820 0.2541
H -2.9909 -1.1095 2.1066 0.2375
H -1.3756 -1.0780 0.2965 0.1986
F -4.0265 -2.5069 -2.3789 -0.2342
C -3.1598 -1.5512 -2.1826 0.5275
C -1.8124 -1.8417 -2.1610 -0.3317
C -0.9292 -0.7979 -1.8734 -0.1637
C -1.4092 0.5646 -1.7710 -0.0312
C -2.7804 0.7802 -1.7418 0.4062
F -3.2630 2.0001 -1.5566 -0.2737
C -3.6676 -0.2538 -1.9479 -0.2130
C -0.3646 1.5746 -1.7318 0.1575
C -0.5343 2.9411 -1.8582 -0.1492
C 0.5840 3.7667 -1.9040 -0.0956
C 1.8451 3.2056 -1.8445 -0.1776
C 1.9780 1.8303 -1.7181 0.0900
N 0.8996 1.0400 -1.6479 -0.3501
H -1.4825 -2.8595 -2.3248 0.2727
H -4.7348 -0.0671 -1.9588 0.2918
H -1.5290 3.3528 -1.9352 0.2742
H 0.4612 4.8371 -2.0009 0.2696
H 2.7385 3.8116 -1.8994 0.2756
H 2.9403 1.3421 -1.6922 0.2752